[1]
The following is a quantum chemistry calculation of C5H12FNO2S in the gas phase, from OMol25.

Values from the calculation:
* SMILES: CCCCCNS(=O)(=O)F
* HOMO-LUMO gap: 9.749 eV
* multiplicity: 1
* charge: 0
* relative energy (zero: lowest compared OMol25 entry of this formula, charge and spin): 395.0 kJ/mol

Each line ends with the Löwdin charge.
CARTESIAN COORDINATES (ANGSTROEM)
C (3.01729, -0.55377, -0.09479)  -0.145
C (1.84466, 0.32873, 0.63558)  -0.259
C (0.93317, 1.23795, -0.42161)  -0.197
C (-0.53986, 1.42091, 0.33654)  -0.189
C (-1.78263, 0.71866, -0.52907)  -0.235
N (-2.59196, -0.26135, 0.29112)  -0.145
S (-2.03927, -1.90965, 0.12924)  0.890
O (-0.82299, -2.22849, 1.07880)  -0.340
O (-3.18957, -2.86872, 0.62014)  -0.364
F (-1.62791, -2.36268, -1.49520)  -0.256
H (2.98965, -1.70980, 0.16292)  0.082
H (2.89442, -0.46032, -1.25691)  0.070
H (4.05852, -0.16277, 0.30896)  0.076
H (1.07113, -0.43032, 1.13462)  0.087
H (2.26469, 0.97723, 1.51879)  0.113
H (1.37289, 2.33842, -0.53579)  0.114
H (0.84761, 0.72066, -1.47442)  0.105
H (-0.54034, 1.00994, 1.44098)  0.116
H (-0.83764, 2.56886, 0.42316)  0.108
H (-1.26937, 0.18159, -1.44431)  0.107
H (-2.43119, 1.60328, -0.98478)  0.139
H (-3.62130, -0.15836, 0.15600)  0.123

=====

[2]
The following is a quantum chemistry calculation of a molecular structure, C2H3I3S, from OMol25.

Values from the calculation:
* HOMO-LUMO gap (spin up / spin down): 7.084 / 6.739 eV
* multiplicity: 1
* charge: 0
* relative energy (zero: lowest compared OMol25 entry of this formula, charge and spin): 250.7 kJ/mol

Each line ends with the Löwdin charge.
CARTESIAN COORDINATES (ANGSTROEM)
C (-0.49884, -0.36270, -0.93425)  -0.542
C (0.94420, 0.73082, 0.75670)  -1.975
S (-2.09034, -0.29362, -0.25826)  0.646
I (1.11082, 2.80301, 0.32934)  0.630
I (2.67000, -0.38974, 0.14708)  0.614
I (0.13910, 0.27628, 2.59932)  0.683
H (-0.13583, -1.38276, -0.95243)  -0.004
H (0.03772, 0.36864, -1.51178)  -0.013
H (-2.17683, -1.74994, -0.17574)  -0.038